1.
The following is a quantum chemistry calculation of a molecular structure, C36H30As2KO in a non-equilibrium geometry, from the OMol25 dataset.

CARTESIAN COORDINATES (ANGSTROEM)
K1 1.0255 -0.6252 -0.6978
O1 0.9752 -0.7317 1.6240
As1 0.3076 -1.9473 2.5478
C1 -1.1164 -1.2799 3.6384
C2 -0.8976 -0.0968 4.3362
C3 -1.8960 0.4053 5.1554
C4 -3.1034 -0.2690 5.2745
C5 -3.3197 -1.4463 4.5765
C6 -2.3244 -1.9560 3.7533
C7 -0.4340 -3.2192 1.3136
C8 -1.4522 -2.7245 0.4972
C9 -1.9791 -3.5133 -0.5129
C10 -1.4868 -4.7976 -0.7152
C11 -0.4654 -5.2838 0.0851
C12 0.0676 -4.4953 1.0978
C13 1.5841 -2.7331 3.7299
C14 2.6486 -1.9446 4.1477
C15 3.5633 -2.4634 5.0531
C16 3.4147 -3.7564 5.5297
C17 2.3461 -4.5388 5.1149
C18 1.4236 -4.0273 4.2156
H1 0.0392 0.4387 4.2321
H2 -1.7333 1.3248 5.7016
H3 -3.8783 0.1273 5.9163
H4 -4.2603 -1.9714 4.6702
H5 -2.4956 -2.8790 3.2119
H6 -1.8495 -1.7258 0.6588
H7 -2.7751 -3.1304 -1.1386
H8 -1.8994 -5.4167 -1.4996
H9 -0.0751 -6.2791 -0.0783
H10 0.8860 -4.8780 1.6932
H11 2.7725 -0.9438 3.7506
H12 4.3956 -1.8568 5.3845
H13 4.1322 -4.1549 6.2337
H14 2.2262 -5.5431 5.4973
H15 0.5664 -4.6239 3.9288
C19 2.7199 4.9196 -5.7775
C20 3.4666 3.8748 -5.2603
C21 2.8809 2.9799 -4.3728
C22 1.5480 3.1334 -4.0049
C23 0.8033 4.1854 -4.5282
C24 1.3895 5.0747 -5.4120
As2 0.8495 1.8313 -2.7677
C25 -0.6916 1.0945 -3.7180
C26 -2.0177 1.5144 -3.7075
C27 -2.9723 0.8585 -4.4720
C28 -2.6199 -0.2202 -5.2685
C29 -1.3012 -0.6454 -5.2935
C30 -0.3512 0.0035 -4.5179
C31 0.2425 2.9078 -1.2523
C32 -0.9871 3.5237 -1.0397
C33 -1.2182 4.2574 0.1145
C34 -0.2251 4.3983 1.0723
C35 1.0059 3.7967 0.8704
C36 1.2305 3.0539 -0.2798
H16 3.1735 5.6171 -6.4683
H17 4.5030 3.7491 -5.5416
H18 3.4701 2.1636 -3.9709
H19 -0.2366 4.3160 -4.2505
H20 0.8100 5.8922 -5.8188
H21 -2.3406 2.3602 -3.1190
H22 -3.9974 1.2039 -4.4490
H23 -3.3667 -0.7205 -5.8691
H24 -1.0039 -1.4799 -5.9145
H25 0.6766 -0.3477 -4.5589
H26 -1.7845 3.4633 -1.7657
H27 -2.1814 4.7288 0.2582
H28 -0.4097 4.9776 1.9663
H29 1.7961 3.8978 1.6020
H30 2.2062 2.5931 -0.4118

Force components x, y, z for each atom (eV/Å):
0.0503 0.0167 -0.7274
-0.0459 -0.2558 1.0570
0.0794 0.3282 -0.0919
-0.0672 -0.0177 -0.1187
-0.0011 0.0703 -0.0009
0.0492 0.0349 0.0014
-0.0265 0.0087 0.0248
0.0210 -0.0427 -0.0400
-0.0133 -0.0644 0.0580
-0.0219 0.0424 0.0251
-0.1232 0.0215 -0.0083
-0.0051 -0.0157 -0.0521
-0.0062 0.0329 0.0063
0.0183 -0.0180 0.0050
0.0937 -0.0381 -0.0268
0.0050 -0.1317 -0.1101
0.1189 -0.0207 -0.1017
0.0211 0.0862 -0.0198
-0.0001 -0.0321 0.0242
-0.0210 -0.0049 -0.0081
-0.0855 0.0664 0.1545
-0.0075 -0.0281 -0.0165
0.0051 -0.0018 -0.0029
-0.0171 0.0027 0.0086
-0.0185 -0.0007 0.0047
0.0032 0.0117 -0.0042
0.0112 -0.0418 0.0355
0.0037 -0.0042 0.0105
-0.0125 -0.0133 -0.0170
0.0014 -0.0111 -0.0044
-0.0149 0.0075 0.0299
-0.0242 -0.0154 0.0056
-0.0051 0.0017 -0.0042
0.0115 -0.0140 0.0103
0.0012 -0.0141 0.0050
0.0156 -0.0264 -0.0171
0.0531 0.0215 -0.0358
-0.0165 -0.0638 0.0568
-0.0009 0.0825 -0.0653
0.0774 0.0822 -0.0728
-0.0878 -0.0215 0.0434
-0.0264 0.0366 -0.0158
-0.0027 -0.1743 0.1041
0.0894 0.0860 -0.0009
-0.0981 0.0964 0.0308
-0.0432 -0.0159 -0.0144
-0.0064 0.0143 0.0136
0.0421 -0.0017 0.0219
0.0253 -0.1377 -0.0790
0.0432 -0.0222 -0.1268
-0.1181 0.0629 -0.0761
-0.0275 0.0217 0.0340
-0.0081 -0.0027 -0.0109
0.0220 -0.0275 -0.0230
0.0996 -0.0104 0.1516
0.0065 0.0164 -0.0151
0.0214 0.0203 -0.0233
-0.0372 0.0014 0.0121
0.0070 -0.0279 0.0177
-0.0185 0.0127 -0.0024
0.0647 -0.0554 -0.0411
-0.0168 -0.0021 -0.0101
-0.0193 -0.0129 -0.0140
-0.0206 -0.0120 -0.0196
-0.0187 0.0695 0.0459
0.0937 0.0049 0.0272
-0.0063 0.0120 0.0110
-0.0078 0.0119 0.0211
-0.0053 0.0193 0.0284
-0.0524 -0.0039 -0.0671

Output
- DFT total energy: -6536.35716 Ha
- HOMO-LUMO gap: 8.8 eV
- Relative energy (zero: lowest compared OMol25 entry of this formula, charge and spin): 0.00 kcal/mol
- 2S+1: 1
- Total charge: +1
- HOMO level: -11.059 eV

***

2.
The following is a quantum chemistry calculation of 10 unconnected molecules or ions with the total composition C7H32N5O12 in a non-equilibrium geometry, from the OMol25 dataset.

CARTESIAN COORDINATES (ANGSTROEM)
O1 1.7335 -0.8610 1.0235
C1 1.0322 0.3474 0.9050
O2 -0.0057 0.5797 1.5456
O3 1.5901 1.1475 0.0907
H1 2.3824 -0.5372 0.3535
C2 -0.0271 -4.7074 3.6146
O4 -0.7792 -5.6443 3.8101
N1 1.1721 -4.5193 4.2716
N2 -0.1314 -3.8378 2.5521
H2 1.7347 -3.7507 3.9336
H3 1.5557 -5.1819 4.9142
H4 -0.8297 -4.1050 1.8814
H5 0.5230 -3.0975 2.3887
C3 -1.4642 -2.6254 -1.6706
O5 -1.4002 -3.1678 -2.7736
N3 -2.2071 -3.1161 -0.6248
N4 -0.7640 -1.4953 -1.3492
H6 -2.3034 -2.5391 0.1922
H7 -2.7794 -3.9240 -0.7690
H8 -0.9359 -1.0902 -0.4462
H9 -0.0954 -1.0857 -1.9794
C4 -2.3795 3.4023 -1.9815
C5 -1.0348 2.7369 -1.7570
C6 -0.1579 2.7779 -2.9921
O6 -0.7502 2.2539 -4.1624
C7 -1.1027 0.8850 -4.1419
N5 -0.3334 3.3681 -0.6080
H10 -2.2841 4.3005 -2.5937
H11 -2.9029 3.6818 -1.0625
H12 -3.1026 2.7143 -2.4353
H13 -1.2150 1.6810 -1.4903
H14 0.8047 2.2834 -2.7963
H15 0.0159 3.8339 -3.2090
H16 -0.2437 0.2209 -4.2688
H17 -1.8479 0.7490 -4.9251
H18 -1.6349 0.6373 -3.2169
H19 -0.9943 3.1799 0.1558
H20 0.4406 2.7188 -0.4356
O7 2.5055 -2.0047 3.5919
H21 2.1897 -1.3768 2.9184
H22 2.3918 -1.5403 4.4278
O8 -2.1297 2.4521 1.5870
H23 -2.7042 1.9439 1.0049
H24 -1.5164 1.7906 1.9498
O9 1.9541 3.5235 1.8324
H25 2.5137 3.8916 1.1428
H26 1.4971 2.7840 1.4019
O10 4.4488 1.8216 0.3190
H27 4.7246 1.4789 -0.5355
H28 3.4807 1.8722 0.2586
O11 1.7492 -0.3737 -2.3348
H29 2.4987 -0.7116 -1.8337
H30 1.6633 0.5470 -2.0548
O12 -1.8215 -1.5604 1.9031
H31 -1.5623 -1.8884 2.7699
H32 -1.1612 -0.8631 1.7080

Force components x, y, z for each atom (eV/Å):
-0.3336 1.4257 -0.5318
-0.3737 1.2721 -0.2567
0.5043 -1.2648 0.0608
0.0284 -0.4335 0.3379
0.3201 -1.2331 0.6510
1.9933 -0.7177 -0.7101
-0.4046 0.3104 0.2118
-0.5132 0.6005 0.0259
-1.0614 -0.5708 0.6531
0.2922 -0.1842 0.3137
-0.3075 -0.1448 0.0708
0.0319 0.4853 -0.2185
0.0584 -0.0182 -0.2557
0.2728 -0.3330 -0.6199
-0.0689 0.2021 0.5721
0.2582 0.2388 -0.2929
-0.6927 -0.2267 0.2197
-0.1716 -0.2307 0.4258
-0.0907 0.0575 -0.1252
0.3258 0.1864 -0.0729
0.0834 -0.1258 0.0126
-0.7246 -0.1604 -0.1157
-0.1293 -0.3181 0.8903
-0.1363 0.1488 -0.0785
-0.0675 0.1559 -0.2689
-0.5781 0.2554 0.4760
-0.3591 -0.6456 -0.8106
-0.0522 -0.0237 -0.0437
0.5147 0.1093 0.2451
0.2955 0.1080 -0.4566
-0.0744 0.0185 -0.1584
0.0257 0.0861 0.0468
0.2629 -0.0440 -0.0429
0.0014 0.0141 -0.0396
0.3034 -0.1295 -0.2606
0.2385 -0.1765 0.0079
0.6247 0.4432 0.0945
-0.1148 0.4400 0.2447
-0.1568 0.3284 -0.0478
0.2045 -0.1746 -0.1198
0.0163 -0.0217 -0.0051
-0.2855 -0.1502 0.2776
-0.0147 -0.0497 0.0717
0.0634 0.1847 -0.2936
-0.0257 -0.1420 0.1265
-0.0479 0.0198 -0.0301
0.1011 0.2114 0.0295
-0.0403 0.0453 -0.0752
0.0075 0.0434 -0.0319
0.0115 -0.2031 0.0992
0.1822 0.0704 -0.4026
-0.1177 -0.0055 -0.0901
0.0263 -0.0782 0.2761
0.0033 0.4433 -0.2078
-0.0201 -0.1785 -0.0763
-0.0891 0.0797 0.2982

Output
- DFT total energy: -1462.79518 Ha
- HOMO-LUMO gap: 8.8 eV
- 2S+1: 1
- Total charge: -1
- HOMO level: -6.468 eV

***

3.
The following is a quantum chemistry calculation of 2 unconnected molecules or ions with the total composition C3H10NOS2 in a non-equilibrium geometry, from the OMol25 dataset.

CARTESIAN COORDINATES (ANGSTROEM)
C1 0.8981 0.5791 -0.9005
C2 1.1000 -0.3366 1.5007
C3 0.2655 0.0167 0.2554
N1 0.4422 -0.3974 2.6178
O1 -1.0221 0.2765 0.6051
S1 0.5488 -2.0338 0.2320
S2 -2.3170 1.0352 -2.2419
H1 0.6539 1.6377 -0.9621
H2 0.3932 0.0587 -1.7044
H3 1.9598 0.3304 -0.8827
H4 2.2111 -0.5671 1.6969
H5 -0.6203 -0.1658 2.7947
H6 0.9460 -0.5605 3.4818
H7 -2.3516 0.1381 -3.3634
H8 -1.5457 0.3902 -0.2279
H9 1.7086 -2.3214 -0.2100
H10 -3.2704 1.9199 -2.6915

Force components x, y, z for each atom (eV/Å):
-0.0906 0.2043 -1.2517
-0.4203 -0.1528 -0.4440
1.3919 -1.9295 3.8096
-2.9049 1.1427 3.0244
1.0523 -0.3949 -1.0704
-2.8700 -0.0614 0.5291
-0.5175 -0.5941 -1.9534
0.3943 0.1551 -0.0852
0.3477 0.2846 -0.8480
-0.1038 0.3545 -0.2743
-1.6655 0.9527 -1.4171
2.9605 -0.5645 -1.1357
-0.1004 -0.1780 -0.2412
-0.1229 1.3706 1.5892
-0.0081 0.0427 0.5311
2.0744 0.1112 -1.0119
0.5828 -0.7433 0.2492

Output
- DFT total energy: -1046.35767 Ha
- HOMO-LUMO gap: 9.9 eV
- Relative energy (zero: lowest compared OMol25 entry of this formula, charge and spin): 42.85 kcal/mol
- 2S+1: 1
- Total charge: +1
- HOMO level: -13.469 eV

***

4.
The following is a quantum chemistry calculation of 2 unconnected molecules or ions with the total composition C3H4N2O, from the OMol25 dataset.

CARTESIAN COORDINATES (ANGSTROEM)
O1 -1.2884 1.7429 0.1152
C1 -0.5578 0.8175 0.3231
C2 -0.8214 -0.6426 0.6122
N1 0.2680 -1.2399 0.9110
C3 1.3552 -0.4119 0.4203
N2 0.8695 0.8387 0.3769
H1 -1.8122 -1.0831 0.6754
H2 -0.0654 -0.8012 -1.7045
H3 0.6755 -0.8048 -1.6455
H4 1.3770 1.5844 -0.0840

Force components x, y, z for each atom (eV/Å):
0.3691 -0.5346 0.0145
-0.2283 0.3159 -0.0925
0.1023 -0.1214 0.3076
-0.3640 0.0909 -0.0736
-0.0072 0.3736 0.2717
0.0786 -0.0738 -0.0782
0.0993 0.1114 0.1809
0.0575 -0.0531 -0.3899
-0.0734 -0.0467 -0.3626
-0.0339 -0.0622 0.2222

Output
- DFT total energy: -301.32800 Ha
- HOMO-LUMO gap (alpha / beta): 7.9 / 7.9 eV
- Relative energy (zero: lowest compared OMol25 entry of this formula, charge and spin): 99.92 kcal/mol
- 2S+1: 1
- HOMO level (alpha / beta): -9.533 / -9.532 eV

***

5.
The following is a quantum chemistry calculation of 2 unconnected molecules or ions with the total composition C6H12N2 in a non-equilibrium geometry, from the OMol25 dataset.

CARTESIAN COORDINATES (ANGSTROEM)
C1 1.2564 -1.7686 1.9378
C2 0.2722 -1.4280 0.8715
C3 -0.8856 -0.7615 1.1048
N1 -1.5640 -0.6881 -0.1192
C4 -0.7925 -1.4581 -0.9958
N2 0.3218 -1.8341 -0.4445
H1 0.8806 -2.6380 2.4846
H2 1.4105 -0.9274 2.6076
H3 2.2303 -2.0531 1.5418
H4 -1.4801 -0.4448 1.9462
H5 -2.1166 0.1295 -0.3681
H6 -1.1900 -1.8732 -1.9071
C5 0.4631 1.4231 -1.4676
C6 -0.0320 2.5618 -0.6083
H7 1.4107 1.5698 -2.0035
H8 0.5501 0.3996 -1.1279
H9 -0.1755 1.2018 -2.3381
H10 -1.0877 2.8073 -0.7673
H11 0.4660 3.5123 -0.7865
H12 0.0621 2.2698 0.4395

Force components x, y, z for each atom (eV/Å):
0.2823 -0.5075 -0.2769
-0.2638 0.3517 0.6242
-1.0139 0.7773 -1.1476
0.7277 -1.2066 -0.2036
-0.5948 0.8529 0.7556
-0.1032 -0.9944 0.1946
0.1394 0.1466 0.2026
-0.1024 -0.0404 0.1669
-0.0523 0.0507 -0.1992
0.7243 0.3024 0.4055
-0.1536 -0.7335 -0.0440
0.2003 0.6119 -0.4255
0.2588 -0.7827 -2.5716
-0.3897 -0.1857 0.5567
0.0921 0.5062 0.5489
0.1160 0.3712 1.2417
-0.3384 0.5883 0.0929
-0.0013 -0.3401 -0.0581
0.3711 -0.1453 0.0592
0.1014 0.3768 0.0778

Output
- DFT total energy: -345.29492 Ha
- HOMO-LUMO gap: 9.6 eV
- SMILES: Cc1c[nH]cn1.CC
- Relative energy (zero: lowest compared OMol25 entry of this formula, charge and spin): 20.67 kcal/mol
- 2S+1: 1
- HOMO level: -8.634 eV